# C63H135F5O39

A cluster of 17 separate species, C63H135F5O39 in total in a non-equilibrium geometry (ωB97M-V/def2-TZVPD, the Open Molecules 2025 dataset).

Output
Calculated total energy = -5914.51183 a.u.
Net charge = 0
Max |F| = 4.05 eV/A
Highest occupied orbital energy = -8.8278 eV
Energy above the lowest of the compared OMol25 structures with the same formula, charge and spin = 24.3 kcal per mole
Spin multiplicity = 1
Gap between HOMO and LUMO = 9.20 eV

```
242
Properties=species:S:1:pos:R:3:forces:R:3:lowdin_charge:R:1
C 1.339 -5.864 1.070 -0.312 -0.819 -1.140 0.0016
C 2.148 -6.247 2.257 1.723 0.660 1.274 -0.3515
O 3.221 -7.037 1.818 -0.667 -0.045 -0.722 0.1295
C 3.052 -7.282 0.459 1.995 -1.440 1.486 -0.5689
O 3.733 -8.077 -0.120 -0.610 0.773 -0.030 0.1665
O 2.115 -6.518 0.001 -2.473 1.273 -1.059 0.0817
F 1.428 -6.949 3.160 -0.670 -0.527 0.349 0.0693
H 1.242 -4.799 0.850 0.319 -0.179 0.060 0.1185
H 0.323 -6.311 1.174 0.747 0.100 -0.423 0.1512
H 2.598 -5.422 2.795 -0.119 0.389 0.144 0.1506
C 5.121 -2.202 0.280 0.192 2.340 0.020 -0.0353
C 4.843 -3.427 1.021 -0.252 -0.931 2.031 -0.2484
O 3.462 -3.539 0.937 -0.888 -1.235 0.873 0.1052
C 2.877 -2.466 0.356 1.510 -0.007 -0.519 -0.5833
O 1.723 -2.351 0.144 -1.141 -0.250 0.195 0.1738
O 3.836 -1.651 -0.054 -0.111 0.580 0.134 0.0919
F 5.206 -3.172 2.375 -0.292 -0.780 -0.958 0.0147
H 5.581 -2.300 -0.653 1.182 -0.391 -1.129 0.1101
H 5.641 -1.492 0.942 -0.084 -0.243 -0.453 0.1426
H 5.261 -4.404 0.769 0.225 0.480 -0.167 0.1719
C 7.203 1.443 0.110 -2.393 1.274 -0.271 -0.0815
C 8.366 1.797 -0.768 -0.442 0.029 2.165 -0.3742
O 9.247 0.775 -0.623 0.498 -2.866 -0.086 0.1434
C 8.686 -0.260 0.137 -1.725 2.889 -0.197 -0.4993
O 9.073 -1.349 0.235 1.069 -1.507 0.210 0.2021
O 7.532 0.220 0.737 0.851 -0.216 -0.647 0.0551
F 8.962 2.870 -0.233 1.014 2.016 0.440 0.0750
H 6.275 1.428 -0.518 0.693 -0.753 0.664 0.1265
H 7.002 2.286 0.819 0.599 -0.993 -0.153 0.1324
H 8.108 2.048 -1.742 -0.265 0.037 -2.043 0.1444
C 0.825 1.820 -5.339 -0.664 0.570 1.009 -0.0520
C -0.380 1.383 -4.509 -0.535 2.865 -0.922 -0.3612
O 0.120 0.635 -3.490 1.266 -1.151 0.231 0.1260
C 1.400 0.240 -3.826 0.647 0.987 -0.008 -0.4874
O 2.110 -0.462 -3.183 -0.647 -0.280 0.110 0.1583
O 1.828 0.892 -4.943 -0.257 -0.405 0.650 0.0736
F -1.267 0.705 -5.264 -0.754 -1.605 -0.822 0.0668
H 1.039 2.865 -4.997 0.314 -1.033 -0.607 0.1338
H 0.642 1.730 -6.398 0.062 0.287 -0.105 0.1350
H -0.967 2.258 -4.195 0.580 -0.276 0.590 0.1402
C 0.986 0.370 0.732 0.284 0.495 -1.136 -0.0239
C 0.652 1.844 0.411 -0.432 -1.773 0.082 -0.2725
O -0.703 1.935 0.744 0.163 0.679 0.189 0.1183
C -1.151 0.772 1.286 -0.742 0.483 -0.278 -0.6048
O -2.243 0.694 1.766 -0.032 -0.173 -0.040 0.1194
O -0.247 -0.180 1.221 0.779 -0.098 0.267 0.1113
F 0.743 1.966 -0.951 0.220 0.558 -0.204 0.0408
H 1.818 0.221 1.415 -0.241 -0.005 0.208 0.1193
H 1.215 -0.049 -0.260 -0.070 -0.299 0.613 0.1297
H 1.254 2.600 0.893 -0.018 0.239 -0.009 0.1354
C -7.425 4.249 5.471 -1.454 0.365 0.353 -0.1103
O -7.385 2.858 5.193 -0.635 0.297 0.286 -0.2039
C -8.363 2.385 4.287 -0.409 -1.948 0.451 -0.2191
C -7.900 1.016 3.770 0.437 -0.496 -1.110 -0.1689
O -7.064 1.144 2.566 0.909 1.113 1.797 -0.2207
C -5.806 1.883 2.841 -0.374 -2.461 -0.752 -0.0676
H -6.858 4.796 4.724 0.261 0.211 -0.071 0.0646
H -7.027 4.392 6.480 0.250 0.017 -0.299 0.0857
H -8.467 4.731 5.502 1.115 -1.039 -0.198 0.1095
H -8.404 2.951 3.399 -0.296 1.346 -0.963 0.1067
H -9.395 2.261 4.723 0.936 0.459 -0.038 0.1395
H -8.708 0.336 3.391 0.478 0.822 0.692 0.1340
H -7.345 0.513 4.584 -0.110 -0.012 -0.382 0.1217
H -5.247 1.404 3.677 -0.407 0.245 -0.466 0.0812
H -5.947 2.911 3.079 -0.367 0.862 0.088 0.0482
H -5.219 1.756 1.911 -0.213 0.244 0.524 0.0890
C -3.686 -4.873 2.424 0.130 -0.347 0.036 -0.1278
O -4.794 -4.156 1.960 -0.229 0.823 0.220 -0.1722
C -4.743 -2.866 2.590 1.049 -0.106 0.621 -0.2174
C -5.842 -1.989 2.143 -2.142 2.099 -0.805 -0.1830
O -7.110 -2.092 2.854 0.680 -1.033 -1.359 -0.1982
C -7.942 -3.123 2.284 -1.953 2.858 2.101 -0.0836
H -3.707 -5.900 2.013 0.051 0.585 0.225 0.0984
H -3.655 -4.881 3.526 -0.168 -0.331 -0.169 0.0753
H -2.802 -4.316 2.121 0.595 -0.266 -0.211 0.0816
H -3.785 -2.325 2.423 -0.185 -0.477 -0.545 0.1340
H -4.679 -3.026 3.674 -0.568 0.058 0.005 0.1031
H -6.048 -2.199 1.055 0.291 0.123 0.868 0.1125
H -5.679 -0.856 2.200 0.521 -1.682 0.076 0.1337
H -7.990 -3.165 1.225 -0.017 0.687 -1.213 0.0669
H -8.962 -2.876 2.747 1.222 -0.732 -0.924 0.1168
H -7.625 -4.056 2.568 0.749 -2.407 1.054 0.0468
C 5.906 -4.936 -2.276 2.592 1.048 0.594 -0.1065
O 4.754 -4.522 -1.653 -1.765 0.131 0.004 -0.2043
C 3.549 -4.546 -2.418 -0.320 0.162 0.793 -0.1701
C 3.244 -3.310 -3.215 -0.585 1.179 -1.206 -0.1592
O 3.733 -3.392 -4.603 -0.183 0.668 1.001 -0.1906
C 2.744 -3.664 -5.579 -1.123 1.242 1.019 -0.1089
H 6.530 -4.023 -2.552 -0.689 -1.191 -0.299 0.0907
H 5.844 -5.670 -3.065 -0.568 0.100 -0.564 0.0940
H 6.490 -5.431 -1.497 0.205 -0.076 0.027 0.0892
H 2.746 -4.591 -1.670 0.203 -0.338 -0.020 0.1122
H 3.526 -5.442 -3.031 -0.113 -0.205 -0.183 0.1340
H 3.691 -2.407 -2.722 -0.154 -0.747 -0.542 0.1202
H 2.121 -3.099 -3.182 1.338 -0.401 -0.309 0.1323
H 2.112 -4.431 -5.209 -0.742 -1.106 0.207 0.0558
H 3.194 -3.997 -6.473 0.781 -0.283 -0.929 0.0699
H 2.023 -2.828 -5.837 1.055 -0.287 0.462 0.1040
C -2.307 7.993 0.214 -0.921 -1.192 -0.291 -0.1160
O -2.051 6.866 1.010 -0.410 -0.746 0.376 -0.1864
C -3.269 6.137 1.203 -0.592 2.786 1.974 -0.2102
C -3.076 5.027 2.157 0.305 -1.239 0.856 -0.1910
O -2.778 5.534 3.461 0.818 0.891 -1.519 -0.1783
C -3.250 4.741 4.467 0.131 -1.721 1.456 -0.1503
H -1.387 8.474 0.035 1.017 0.791 -0.060 0.0741
H -3.042 8.626 0.703 -0.046 0.418 -0.015 0.0880
H -2.709 7.648 -0.753 -0.075 0.306 0.002 0.0881
H -3.656 5.875 0.253 -0.543 -0.715 -1.026 0.1025
H -4.035 6.849 1.723 1.015 -0.921 -0.999 0.1600
H -2.257 4.387 1.816 0.180 -0.121 0.070 0.1259
H -3.951 4.358 2.268 0.030 0.466 -0.533 0.1208
H -4.329 4.879 4.566 -0.221 -0.331 0.154 0.0719
H -2.774 5.045 5.424 -0.260 -0.087 -0.579 0.0979
H -3.009 3.629 4.324 -0.351 1.260 0.085 0.1094
C 4.189 3.071 1.651 1.020 -1.123 0.668 -0.0585
O 3.947 1.683 2.026 -0.187 0.840 -1.484 -0.2256
C 4.669 1.074 3.092 -1.799 -0.129 -0.565 -0.1521
C 3.674 0.118 3.770 -0.322 0.556 -1.475 -0.1580
O 3.585 -1.185 3.123 1.398 2.080 0.473 -0.1792
C 2.914 -2.007 4.009 -0.725 -0.433 0.415 -0.1323
H 5.292 3.277 1.521 -1.040 -0.322 -0.430 0.0820
H 3.932 3.737 2.494 -0.432 -0.089 -0.490 0.0688
H 3.590 3.237 0.719 0.703 0.077 0.959 0.0907
H 4.902 1.912 3.751 0.748 -0.474 0.510 0.1174
H 5.476 0.436 2.723 0.539 0.590 0.075 0.1236
H 2.680 0.602 3.753 0.247 -0.169 0.020 0.1164
H 3.975 0.038 4.787 0.335 -0.611 1.078 0.1025
H 1.884 -1.639 4.006 -0.352 -0.637 0.453 0.0921
H 3.319 -1.990 5.031 0.002 0.276 -0.086 0.1010
H 3.013 -3.039 3.695 -0.274 -0.164 -0.397 0.0680
C 7.830 -1.460 -2.865 0.217 -0.770 1.365 -0.0837
O 6.831 -0.578 -2.389 1.006 0.769 0.506 -0.2041
C 6.217 0.169 -3.406 -0.960 -1.246 -1.628 -0.2104
C 5.000 0.779 -2.833 -2.047 0.776 1.018 -0.2008
O 5.181 2.107 -2.307 -1.000 0.664 -0.810 -0.1899
C 3.953 2.864 -2.354 -0.332 -0.424 -0.741 -0.0866
H 8.330 -1.981 -1.982 -0.771 0.811 -1.110 0.1055
H 8.619 -0.977 -3.456 -0.309 -0.007 -0.092 0.0990
H 7.232 -2.180 -3.397 0.550 -0.723 -0.876 0.0666
H 5.741 -0.490 -4.214 1.001 0.057 0.891 0.1509
H 6.887 0.830 -3.993 -0.110 0.037 0.726 0.1420
H 4.579 0.154 -2.014 0.617 -0.023 -0.261 0.1332
H 4.145 0.745 -3.530 0.638 0.482 -0.207 0.1028
H 4.143 3.918 -2.315 0.696 0.591 1.096 0.0678
H 3.207 2.526 -1.615 0.384 0.167 -0.099 0.0839
H 3.424 2.912 -3.337 0.457 -1.150 0.146 0.0890
C -6.301 -2.270 -1.992 2.150 1.772 -1.202 -0.0424
O -5.263 -1.253 -2.230 -0.420 -1.013 -0.560 -0.2056
C -4.784 -0.626 -1.067 -1.539 0.447 -0.153 -0.2258
C -3.537 -1.130 -0.407 -0.145 2.227 0.518 -0.2073
O -2.370 -0.630 -1.009 0.396 0.023 -0.330 -0.1881
C -2.093 -1.086 -2.358 -1.354 1.139 1.158 -0.0302
H -7.060 -1.775 -1.423 -0.724 -0.209 0.613 0.0734
H -5.805 -3.109 -1.535 -0.353 -0.595 0.434 0.0788
H -6.641 -2.491 -3.000 -0.219 -0.326 0.153 0.0869
H -5.629 -0.596 -0.365 0.247 -0.051 0.322 0.1031
H -4.630 0.418 -1.337 0.309 0.195 -0.036 0.1321
H -3.477 -2.186 -0.361 -0.199 -1.239 0.484 0.0938
H -3.590 -0.590 0.586 0.391 -1.192 -0.685 0.1193
H -2.222 -0.214 -3.013 -0.207 -0.506 -0.138 0.0771
H -2.761 -1.909 -2.624 0.275 0.035 -0.186 0.0944
H -1.067 -1.319 -2.321 1.204 -0.711 -0.409 0.0663
C -2.311 -4.946 -1.134 -1.254 1.664 0.091 -0.1064
O -2.425 -5.367 -2.524 1.447 0.737 1.805 -0.1953
C -1.442 -6.394 -2.738 -0.338 -0.506 0.530 -0.2049
C -0.288 -6.088 -3.715 0.149 1.409 1.013 -0.2263
O -0.492 -6.495 -5.036 -0.937 0.477 -0.062 -0.1805
C -1.746 -6.002 -5.572 1.636 -0.951 0.281 -0.0608
H -1.342 -4.464 -0.786 -0.623 -1.020 -0.853 0.1068
H -2.661 -5.734 -0.436 0.549 0.078 -0.416 0.0827
H -3.042 -4.111 -0.971 0.411 -0.753 -0.429 0.0671
H -2.080 -7.229 -3.042 0.692 -0.402 -0.326 0.1270
H -1.011 -6.659 -1.745 -0.065 0.050 -0.711 0.1116
H 0.615 -6.594 -3.375 -0.062 -0.273 0.021 0.1150
H -0.019 -4.964 -3.590 -0.647 -1.312 -0.492 0.1442
H -2.593 -6.455 -5.094 -0.466 -0.341 0.267 0.0759
H -1.686 -6.277 -6.602 -0.311 -0.041 -0.717 0.0831
H -1.801 -4.951 -5.449 -0.093 1.207 0.041 0.0791
C 0.080 -4.178 5.086 -0.388 -0.709 0.961 -0.1112
O -0.685 -3.212 5.707 0.062 1.626 0.634 -0.1723
C -1.949 -3.660 6.069 -0.415 0.683 0.121 -0.2316
C -2.842 -2.508 6.509 -1.500 -0.655 0.296 -0.1824
O -3.245 -1.799 5.336 1.205 -0.553 0.706 -0.2002
C -4.397 -1.045 5.505 -1.254 -1.082 -1.874 -0.1153
H 1.098 -3.868 5.142 0.919 -0.139 0.479 0.0675
H -0.126 -4.210 4.048 -0.616 -0.432 -1.397 0.0729
H -0.161 -5.132 5.593 0.779 -0.036 -0.537 0.1061
H -1.889 -4.353 6.918 0.053 -0.319 -0.208 0.1282
H -2.403 -4.114 5.174 -0.266 -0.207 0.437 0.1124
H -2.384 -1.806 7.280 -0.402 -0.926 -0.878 0.1467
H -3.784 -3.049 6.976 1.567 1.169 -0.617 0.1568
H -4.576 -0.785 6.503 -0.407 0.269 1.665 0.0704
H -5.266 -1.611 5.050 0.492 0.603 0.812 0.1009
H -4.312 -0.145 4.943 0.205 0.815 -0.525 0.0637
C -3.383 3.332 -3.980 -0.510 -0.904 -0.451 -0.1264
O -2.179 3.924 -3.610 0.529 -0.602 1.887 -0.2239
C -1.887 3.779 -2.188 -0.821 1.728 -0.828 -0.1517
C -0.906 4.905 -1.892 -1.229 -0.975 0.713 -0.2202
O 0.383 4.457 -2.245 0.511 1.990 -0.714 -0.1774
C 1.228 5.623 -2.381 0.017 -1.121 0.293 -0.0836
H -3.314 2.206 -4.123 -0.137 1.075 0.475 0.1036
H -3.524 3.763 -4.958 -0.722 -0.047 -0.458 0.0718
H -4.236 3.602 -3.298 0.706 -0.304 -0.517 0.1015
H -1.430 2.844 -1.873 -0.099 -0.422 -0.358 0.1114
H -2.852 3.935 -1.618 0.924 -0.167 -0.453 0.1330
H -1.018 5.025 -0.805 0.529 0.577 0.055 0.1181
H -1.212 5.838 -2.423 0.264 -0.622 0.301 0.1361
H 2.150 5.299 -2.837 0.479 -0.235 0.205 0.0631
H 1.384 6.077 -1.407 0.264 0.035 0.247 0.0903
H 0.864 6.404 -3.033 -0.776 0.090 -0.369 0.0775
C 2.930 2.634 6.658 -2.605 0.376 0.592 -0.0540
O 1.792 2.931 5.805 1.193 -0.070 0.734 -0.1618
C 2.061 3.539 4.575 0.764 0.770 -0.271 -0.2178
C 0.895 3.284 3.665 0.446 -0.429 -1.576 -0.1769
O 0.756 1.931 3.280 -0.130 -0.760 1.202 -0.1989
C -0.146 1.205 4.154 0.326 -1.583 -2.031 -0.0344
H 2.435 2.043 7.425 0.417 -0.141 0.249 0.0957
H 3.423 3.461 7.138 -0.246 1.023 0.056 0.0802
H 3.712 2.088 6.234 0.980 -1.219 -1.390 0.0487
H 3.009 3.188 4.158 -0.150 -0.538 -0.136 0.0850
H 2.241 4.632 4.638 -0.388 -0.120 0.347 0.1371
H 0.968 3.810 2.690 0.212 0.299 0.717 0.1347
H -0.013 3.564 4.139 -0.855 0.777 0.519 0.1114
H 0.253 0.208 4.417 0.160 0.493 -0.220 0.0981
H -1.051 1.028 3.572 -0.119 0.005 0.443 0.0705
H -0.383 1.692 5.045 -0.123 1.111 1.397 0.0673
C -1.855 3.671 -7.518 0.997 0.274 -0.779 -0.1014
O -0.771 3.896 -6.657 0.682 0.249 0.593 -0.2038
C -0.085 5.086 -7.056 1.271 -1.929 0.404 -0.1535
C 1.402 5.019 -6.601 -0.434 0.898 1.584 -0.1792
O 1.997 3.817 -6.988 -1.656 0.218 -0.314 -0.2161
C 3.329 3.808 -7.276 1.485 0.076 -1.172 -0.1281
H -1.531 3.397 -8.543 0.111 -0.035 0.347 0.1021
H -2.362 4.612 -7.622 -1.086 0.244 0.009 0.0834
H -2.418 2.863 -7.119 -0.784 -0.425 0.358 0.0784
H -0.609 5.960 -6.733 -0.184 0.752 0.537 0.1206
H -0.140 5.026 -8.113 0.455 0.542 -1.398 0.1026
H 1.467 5.020 -5.481 -0.424 0.353 -0.525 0.1190
H 1.960 5.947 -6.908 -0.418 -0.867 -0.216 0.1382
H 3.595 4.629 -7.987 0.027 -0.519 0.430 0.1029
H 3.468 2.844 -7.751 0.410 -0.066 -0.393 0.0922
H 4.038 3.803 -6.438 -0.340 0.392 0.362 0.0887
```
Forces are in eV/Å.